Here is a structure of composition C35H42F5FeIO3Se from the OMol25 dataset. Energies are from wB97M-V/def2-TZVPD.

Output
multiplicity = 6
energy = -164543.785 eV
energy above the lowest of the compared OMol25 structures with the same formula, charge and spin = 11.1 kcal per mole
HOMO energy (spin up / spin down) = -5.0363 / -4.9347 eV
charge = -1
gap between HOMO and LUMO (spin up / spin down) = 7.37 / 6.93 eV

CARTESIAN COORDINATES (ANGSTROEM)
O: 0.6215 1.7595 -1.8871
C: -1.1041 0.1105 -1.8115
H: -2.7218 -1.2681 -1.7540
C: 0.6582 -1.5291 2.8200
H: 0.4151 3.7427 -3.0408
C: -0.9686 -4.7504 2.6246
C: 1.4680 -0.6606 2.1009
C: 1.3193 -0.6031 0.6882
C: 2.1590 1.7117 2.5249
H: 2.7999 -0.9980 4.5652
F: 5.1697 -4.2438 -1.2549
H: -2.8600 -1.8946 3.1128
H: -6.8567 1.2547 -1.4329
H: -3.0085 4.6557 -0.5721
F: 3.2788 -2.3528 -1.7065
O: 2.0265 0.2003 -0.0515
I: 2.7711 2.1991 -4.5026
H: 4.6451 0.5667 2.7281
F: 8.5132 -0.9369 -1.4114
H: -1.1023 -2.1860 4.9309
H: -3.3297 -3.5821 3.3948
H: 0.5566 3.5297 -0.4320
C: -1.6446 2.4571 -1.6971
H: 1.5720 0.2666 4.7640
Fe: 2.0718 0.4857 -2.0319
C: -2.4360 4.8625 -1.4791
H: 3.9539 0.0846 1.1697
H: -1.1784 -4.8867 1.5631
C: -2.4488 -0.2188 -1.7498
C: -0.4238 -2.3176 0.8641
H: -0.1911 5.3938 -2.8300
H: -5.6082 2.1892 -0.6064
C: 1.8226 0.2927 -4.1119
C: -5.8174 1.5858 -1.4916
H: 0.0989 -3.4798 4.8007
H: -5.7164 2.2221 -2.3730
H: -1.1235 4.2184 -3.7689
C: -0.4794 4.3406 -2.8941
H: 2.1423 1.9260 1.4588
H: 3.2843 0.6903 4.7356
C: 5.5286 -2.9611 -1.4031
C: -5.2926 -0.4492 -2.8089
C: -0.3358 4.1490 -0.3875
C: -0.6522 1.4446 -1.8071
H: 1.1788 1.9538 2.9434
O: 3.9928 0.2752 -2.0237
H: 0.7779 -1.5547 3.8926
H: -6.1703 -0.7824 -0.2341
C: -5.1211 -0.4843 -0.3134
H: -1.1451 -2.9421 0.3487
C: -2.9802 2.0840 -1.6314
H: -4.8509 0.0775 0.5826
H: 2.3878 -0.4381 -4.6851
C: -1.1994 -3.2963 3.0576
C: -3.4237 0.7616 -1.6621
F: 6.6448 0.9545 -1.8538
C: 6.8652 -2.6120 -1.3267
C: -0.3002 -2.3663 2.2446
H: 0.8139 0.3987 -4.5064
C: 4.5744 -1.9916 -1.6333
C: -4.8967 0.3673 -1.5711
H: -6.3424 -0.7491 -2.7497
H: -0.8832 3.9029 0.5257
C: 6.2570 -0.3212 -1.7137
H: -2.0799 5.8930 -1.4193
C: 0.3640 -1.4579 0.1200
C: -1.2291 3.9295 -1.6191
H: -2.9376 -3.0246 1.7635
Se: 0.1544 -1.3507 -1.7703
H: 4.1693 -1.1169 2.4555
C: -2.6709 -2.9280 2.8167
H: 2.9026 2.3560 3.0026
H: -4.5128 -1.3895 -0.3326
C: 2.5324 0.0278 4.3016
H: 0.0686 -5.0422 2.7992
H: -3.1067 4.7921 -2.3385
C: 4.8904 -0.6308 -1.8029
H: -1.6188 -5.4260 3.1874
H: -0.0328 5.1984 -0.3308
C: -0.9275 -3.1973 4.5591
C: 3.9056 -0.0776 2.2442
H: -1.5967 -3.8734 5.0962
H: -5.1511 0.1392 -3.7173
C: 2.5011 0.2364 2.7854
H: -4.6882 -1.3525 -2.8992
C: 7.2183 -1.2844 -1.4828
F: 7.8078 -3.5456 -1.1096
H: -3.7180 2.8669 -1.5487

Here is a structure of composition C35H42N5O3PRuSeTe at a distorted geometry from the OMol25 dataset. Energies are from wB97M-V/def2-TZVPD.

Output
multiplicity = 6
energy = -135073.474 eV
energy above the lowest of the compared OMol25 structures with the same formula, charge and spin = 30.9 kcal per mole
HOMO energy (spin up / spin down) = -10.3602 / -10.7768 eV
charge = +1
gap between HOMO and LUMO (spin up / spin down) = 7.50 / 5.98 eV

CARTESIAN COORDINATES (ANGSTROEM)
O: -0.1851 -0.5874 3.2896
C: -1.5505 -6.3146 0.2198
C: -3.3809 2.5057 1.4235
C: 2.8662 -0.6697 -2.7268
N: 1.2949 -2.3761 0.8327
H: -1.6671 -7.3013 0.6391
H: 2.8854 1.3016 -3.6030
H: 5.5203 4.3043 -0.9771
C: -5.2836 -1.9389 0.8607
C: -1.5129 -5.2182 1.0652
Ru: -0.0102 -0.4234 0.8867
C: -1.2336 -3.7798 -0.8445
H: -3.7904 2.1134 0.4983
H: 3.7524 0.6041 -5.8141
H: 3.7537 5.9920 -0.8802
H: -1.1947 3.4816 -4.3494
H: 2.3152 -0.3259 -5.3954
C: 4.2013 2.6361 -1.0109
C: -1.4396 -6.1490 -1.1517
H: 4.9892 1.9024 -1.0615
H: 4.1113 0.0956 4.1242
P: -1.3367 -2.4554 1.5749
N: 0.6451 2.5731 -0.9070
H: -6.9084 -1.7162 2.2361
H: -1.4402 -3.5568 3.7716
Se: -0.4038 -0.0486 -1.4664
C: -0.6436 3.2230 -0.9250
H: -1.7821 4.5511 -2.1460
H: -3.4716 -2.1675 -0.2630
N: 3.5585 0.5953 3.4464
H: -1.0622 3.3087 3.5238
H: -1.4097 2.4798 -0.6763
C: -1.2209 2.9177 -3.4171
C: 2.7735 -1.5128 2.6816
H: -0.2208 3.0785 1.9733
H: 3.4318 -1.5992 -2.8019
H: -1.4766 -7.0078 -1.8040
N: 4.0964 -2.7723 4.4498
C: -1.3516 -3.9424 0.5316
H: -1.6075 -5.3576 2.1323
C: 2.0090 -2.1267 1.7281
H: -1.0891 -2.7846 -1.2595
Te: -2.0286 1.0584 2.3504
H: 3.9433 -0.0789 -0.9483
H: -0.4420 2.1521 -3.4790
H: -5.4570 -1.6570 4.2256
N: 2.2367 1.0498 -1.0755
C: 3.4815 4.9490 -0.8959
C: -3.6606 -1.9647 3.1181
H: -0.6432 3.9969 -0.1505
O: 2.0009 0.5547 1.8104
H: 3.5452 1.6003 3.4870
C: -1.2849 -4.8779 -1.6831
C: -0.7288 -2.9257 3.2305
C: 3.5047 -2.2071 3.6427
C: 3.3511 -0.1345 -5.1265
C: -5.8415 -1.8101 2.1233
H: -0.0661 4.5066 -2.5456
C: 0.8943 1.2381 -0.9934
H: -1.1983 -4.7380 -2.7502
H: 1.3757 5.3471 -0.7746
C: 1.8475 3.2432 -0.9051
H: 2.4365 -0.9705 -0.6372
C: -0.4786 -1.5933 4.0189
C: 2.8613 2.2725 -0.9973
H: 0.2192 -3.4657 3.1347
C: 2.7248 -0.0600 2.6232
C: -2.5802 2.2479 -3.2890
H: 1.8322 -0.8895 -3.0085
H: -2.7658 1.6369 -4.1662
C: -3.9193 -2.0888 0.7199
H: 3.9132 -1.0570 -5.2454
H: -2.8908 3.4522 1.2257
C: 2.1462 4.5976 -0.8508
H: 0.2090 2.0688 3.3755
H: -3.3703 2.9889 -3.2041
C: 4.4896 3.9862 -0.9628
C: -0.9256 3.8887 -2.2775
H: -2.6204 1.5937 -2.4199
C: -5.0291 -1.7943 3.2446
C: 2.9100 -0.2111 -1.2699
C: -3.1069 -2.1527 1.8521
C: 3.4412 0.3635 -3.6902
H: -3.0420 -1.9631 4.0052
C: -0.5992 2.5816 2.8635
H: -4.2052 2.6771 2.1061
H: 4.4833 0.5677 -3.4331
O: -0.5817 -1.5878 5.2205
H: -5.9160 -1.9267 -0.0109